# 1
Density functional theory data (wB97M-V/def2-TZVPD) for an isolated ion of composition C11H11O3S and charge -1 at a distorted geometry.

Geometry as ORCA input:
```
! RIJCOSX wB97M-V def2-TZVPD def2/J DEFGRID3
* xyz -1 1
C -2.188 2.693 0.253
C -1.535 2.082 1.323
C -1.644 2.514 -1.010
C -0.400 1.334 1.111
C -0.418 1.956 -1.190
C 0.205 1.242 -0.129
C 0.928 -1.674 0.781
C 1.870 -0.870 0.000
C -0.454 -3.206 -0.467
C -0.471 -1.755 0.251
C 1.515 0.646 -0.353
O 3.232 -1.187 0.033
O 1.275 -2.328 1.762
O 1.558 -0.392 -1.294
S 2.776 1.878 -0.305
H -3.111 3.194 0.412
H -2.017 1.893 2.254
H -2.194 3.140 -1.768
H 0.124 0.703 1.771
H 0.190 1.826 -2.013
H -0.278 -3.822 0.297
H 0.418 -3.299 -1.135
H -1.476 -3.382 -0.976
H -1.154 -1.730 1.031
H -0.548 -1.109 -0.660
H 3.800 -0.349 0.020
*
```

---

# 2
Density functional theory data (wB97M-V/def2-TZVPD) for C30H31Cl2N4O9S3Zr as an isolated structure at a distorted geometry.

Geometry as ORCA input:
```
! RIJCOSX wB97M-V def2-TZVPD def2/J DEFGRID3
* xyz 1 1
Zr -0.298 -0.719 1.695
S -2.376 0.105 -0.910
C -1.500 -0.691 -2.112
N -1.731 -0.247 -3.347
C -0.784 -0.587 -4.413
C -0.420 -2.034 -4.318
N 0.029 -2.352 -2.962
C 1.081 -3.390 -2.915
C 2.350 -2.850 -3.534
C 2.992 -1.774 -2.922
C 4.153 -1.252 -3.470
C 4.682 -1.803 -4.633
C 4.048 -2.877 -5.242
C 2.881 -3.398 -4.693
C -0.564 -1.836 -1.889
S -0.381 -2.581 -0.403
C -2.693 0.836 -3.622
C -2.220 2.236 -3.274
C -1.120 2.783 -3.933
C -0.683 4.065 -3.634
C -1.355 4.824 -2.682
C -2.466 4.294 -2.038
C -2.889 3.005 -2.329
H 0.115 0.030 -4.330
H -1.261 -0.388 -5.370
H 0.399 -2.248 -5.001
H -1.271 -2.670 -4.578
H 0.720 -4.267 -3.455
H 1.244 -3.674 -1.883
H 2.589 -1.359 -2.004
H 4.654 -0.425 -2.982
H 5.592 -1.400 -5.058
H 4.461 -3.313 -6.142
H 2.391 -4.243 -5.166
H -3.621 0.613 -3.091
H -2.909 0.775 -4.687
H -0.609 2.222 -4.707
H 0.167 4.480 -4.160
H -1.026 5.832 -2.462
H -3.009 4.884 -1.311
H -3.762 2.602 -1.825
O 3.478 -0.183 0.899
Cl 2.260 0.532 0.896
O 2.395 1.843 0.352
O 1.663 0.594 2.234
O 1.240 -0.216 0.105
O -3.423 -2.788 3.773
Cl -3.148 -2.088 2.543
O -3.694 -2.777 1.393
O -1.980 -0.349 0.491
O -1.584 -2.214 2.366
C -2.506 1.185 3.579
C -1.481 0.528 4.457
C -1.560 0.753 5.839
C -0.716 0.088 6.672
C 0.221 -0.829 6.159
C 1.060 -1.560 7.017
C 1.943 -2.454 6.490
C 1.998 -2.647 5.103
C 1.197 -1.952 4.219
S 1.358 -2.393 2.525
C 0.289 -0.990 4.753
N -0.554 -0.261 3.928
H -2.520 2.265 3.739
H -3.489 0.805 3.859
H -2.359 1.001 2.519
H -2.313 1.432 6.214
H -0.764 0.238 7.745
H 0.983 -1.405 8.087
H 2.593 -3.029 7.135
H 2.679 -3.380 4.692
C 0.465 3.141 2.830
C -0.122 2.753 1.504
N -0.199 3.710 0.582
O -0.563 1.619 1.246
H -0.004 4.057 3.190
H 1.534 3.323 2.704
H 0.338 2.345 3.554
H 0.204 4.617 0.741
H -0.525 3.479 -0.344
*
```

---

# 3
Density functional theory data (wB97M-V/def2-TZVPD) for a 2-piece molecular cluster, C5H9FO overall at a distorted geometry.

Geometry as ORCA input:
```
! RIJCOSX wB97M-V def2-TZVPD def2/J DEFGRID3
* xyz 0 1
C -1.379 0.094 -0.079
C -0.605 1.206 0.383
C -2.831 -0.041 0.131
C 2.516 -0.960 -0.473
C 3.103 0.323 -0.033
O -0.568 -0.038 1.006
F 4.448 0.240 0.331
H -0.903 -0.202 -0.953
H -1.185 1.975 0.969
H -3.309 0.583 0.873
H -2.964 -1.048 0.495
H -3.356 0.218 -0.784
H 3.105 -1.898 -0.441
H 1.975 -0.948 -1.454
H 1.711 -0.974 0.377
H 0.244 1.471 -0.350
*
```

---

# 4
Density functional theory data (wB97M-V/def2-TZVPD) for an isolated ion of composition C5H11N2 and charge +1 at a distorted geometry.

Geometry as ORCA input:
```
! RIJCOSX wB97M-V def2-TZVPD def2/J DEFGRID3
* xyz 1 1
C -0.652 -0.390 2.800
C -0.645 -0.581 0.489
C 0.306 1.526 -0.917
C 0.098 0.076 -0.640
C 0.004 -0.726 -1.889
N -0.024 -0.136 1.753
N 1.299 0.715 -0.130
H -0.251 -0.032 3.846
H -1.692 -0.775 2.706
H -1.740 -0.337 0.543
H -0.461 -1.750 0.276
H 0.646 1.639 -1.979
H 0.605 -0.241 -2.766
H -0.962 -0.749 -2.201
H 0.298 -1.758 -1.917
H -0.259 2.285 -0.399
H 2.247 0.567 -0.493
H 1.185 0.667 0.918
*
```

---

Record order is preserved below.
Frontier orbital gap: 7.10; 5.50; 9.40; 11.71 eV
Record order is preserved below.
LUMO: 3.317; -4.350; 0.214; -3.005 eV
Record order is preserved below.
DFT total energy: -28562.2980; -114818.8876; -10090.4952; -8334.6837 eV